(1)
A 4-piece molecular cluster, C18H40BrN5O8PS3 overall at a distorted geometry, computed with wB97M-V/def2-TZVPD.

Its LUMO energy is -2.76 eV. As for the total charge: +1. The molar mass comes out at 661.62 g/mol. The calculation puts the HOMO energy at -12.049 eV.

Each line ends with the Löwdin charge.
Positions of all 76 atoms, in Å:
Br (0.5549, -1.0296, 3.0470)  0.849
S (3.6817, -2.4530, 1.5527)  0.635
S (-1.6420, -1.9588, -5.9306)  0.682
S (-0.1539, 1.6015, -1.9016)  0.690
P (-4.8584, 3.5332, 3.8399)  0.871
O (-4.6970, 2.9492, 5.4117)  -0.290
O (0.2143, 2.1468, -0.6073)  -0.365
O (3.6268, -1.5815, 0.4014)  -0.330
O (2.4982, -3.0807, 2.0981)  -0.409
O (-0.6129, 2.9448, 3.7557)  -0.023
O (-0.3262, -1.4743, -6.2763)  -0.312
O (-2.0548, -2.1305, -4.5538)  -0.346
O (-0.6160, 2.4423, -2.9807)  -0.314
N (-2.8744, 1.1254, 4.0536)  0.068
N (-3.4746, 3.0615, 2.7972)  -0.056
N (-1.6101, 1.7400, 2.0263)  0.170
N (2.3167, 2.1625, 4.2701)  0.000
N (-4.7462, 5.2861, 4.0053)  -0.165
C (2.0260, 2.8459, 2.9752)  -0.235
C (4.5617, -1.6101, 2.8656)  -0.229
C (5.8490, -2.4070, 3.0971)  -0.212
C (6.2116, -3.0872, 1.7740)  -0.218
C (-2.6976, 2.0037, 2.9602)  -0.311
C (-1.9535, -3.4708, -6.8386)  -0.218
C (-0.8645, -0.8186, -2.6020)  -0.236
C (1.1760, 0.5678, -2.5062)  -0.205
C (4.9179, -3.7061, 1.2585)  -0.227
C (-0.4025, 1.8073, 2.8686)  -0.497
C (-2.8555, -0.9639, -6.7814)  -0.228
C (-1.8976, 0.0278, 4.0297)  -0.207
C (0.9264, 2.0952, 2.0966)  -0.131
C (-0.4041, 0.5293, 3.7719)  -0.561
C (-3.0464, -1.6662, -8.1204)  -0.219
C (0.6580, -0.8718, -2.4492)  -0.191
C (-3.1044, -3.1625, -7.8007)  -0.213
C (-1.3347, 0.2853, -1.6609)  -0.223
H (-1.6334, 2.4784, 1.3180)  0.130
H (1.6466, 3.8911, 3.1650)  0.113
H (-3.2721, 3.6666, 1.9965)  0.130
H (4.6435, -4.5872, 1.8408)  0.112
H (1.1192, -1.4860, -3.2236)  0.121
H (-2.3391, 0.6435, -1.8843)  0.108
H (-3.8513, 0.8200, 4.0650)  0.143
H (3.9371, -1.5832, 3.7576)  0.096
H (-3.0360, -3.7711, -8.7031)  0.118
H (-2.2135, -4.2633, -6.1384)  0.105
H (-1.2718, -0.0328, -0.6173)  0.097
H (-3.7738, -0.9831, -6.1921)  0.110
H (2.0517, 2.8419, 4.9936)  0.068
H (2.0544, 0.7060, -1.8766)  0.104
H (4.7739, -0.5948, 2.5301)  0.104
H (5.6778, -3.1686, 3.8629)  0.120
H (2.9282, 2.9753, 2.3153)  0.125
H (-2.1948, -1.4611, -8.7751)  0.122
H (6.9902, -3.8391, 1.9051)  0.119
H (6.5785, -2.3410, 1.0635)  0.122
H (-1.0422, -3.7342, -7.3755)  0.108
H (0.6664, 2.8330, 1.2894)  0.097
H (4.9505, -3.9520, 0.1985)  0.112
H (0.0250, 0.7173, 4.7951)  0.101
H (-4.2281, 3.5649, 5.9997)  0.062
H (-1.3285, -1.7719, -2.3624)  0.113
H (1.4000, 0.8731, -3.5284)  0.110
H (0.9130, -1.3166, -1.4823)  0.115
H (-3.8950, 5.5593, 4.5060)  0.042
H (-1.9536, -0.6696, 4.9038)  0.137
H (-4.7738, 5.7238, 3.0828)  0.036
H (-2.1495, -0.5946, 3.1177)  0.107
H (-1.1198, -0.5678, -3.6219)  0.078
H (1.3749, 1.2197, 1.5733)  0.089
H (-0.1376, 2.7876, 4.5836)  0.093
H (6.6527, -1.7610, 3.4527)  0.117
H (-4.0587, -3.3954, -7.3201)  0.119
H (-2.4934, 0.0585, -6.8789)  0.112
H (3.3408, 2.1557, 4.3433)  0.075
H (-3.9501, -1.3246, -8.6259)  0.119

---

(2)
A 2-piece molecular cluster, C6H7BFN2O overall, computed with wB97M-V/def2-TZVPD.

Its LUMO energy is 2.86 eV. As for the total charge: -1. The molar mass comes out at 152.94 g/mol. The calculation puts the HOMO energy at -5.238 eV.

Each line ends with the Löwdin charge.
Positions of all 18 atoms, in Å:
F (-0.7368, 2.1285, 3.0495)  -0.063
O (-2.9034, 1.4619, 2.2428)  -0.004
N (0.1449, -0.3470, -0.7685)  0.076
N (-4.0751, 0.9642, 4.3018)  0.074
C (2.4229, -0.0865, -1.4500)  -0.081
C (-0.0069, -1.2492, -1.7324)  -0.151
C (1.3380, 0.2178, -0.6366)  -0.142
C (-3.5143, 1.2225, 3.3172)  -0.500
C (1.0106, -1.6267, -2.5986)  -0.090
C (2.2533, -1.0291, -2.4513)  -0.103
B (-1.3629, 1.1207, 2.2592)  -0.583
H (3.0747, -1.2943, -3.1058)  0.096
H (1.4188, 0.9479, 0.1629)  0.108
H (3.3744, 0.4059, -1.2984)  0.094
H (-1.2438, 0.0343, 2.8111)  0.051
H (0.8319, -2.3690, -3.3656)  0.092
H (-0.9948, -1.6917, -1.8126)  0.103
H (-0.9755, 1.1493, 1.1184)  0.025

---

(3)
C16H48Ag2N9O7 as an isolated structure at a distorted geometry, computed with wB97M-V/def2-TZVPD.

Its multiplicity is 2. Its LUMO energy (spin up / spin down) is -0.66 / -0.87 eV. The molar mass comes out at 694.35 g/mol. Its expectation value of S² is 0.752. The calculation puts the HOMO energy (spin up / spin down) at -5.584 / -8.346 eV.

Each line ends with the Löwdin spin population.
Positions of all 82 atoms, in Å:
Ag (-2.2929, 3.1412, 2.7184)  0.705
Ag (-4.0359, -0.1285, 0.8170)  0.042
O (-5.3560, 4.8554, -1.9209)  0.001
O (-2.2827, 1.9010, 0.6242)  0.136
O (-2.2896, -3.8952, 1.9270)  0.000
O (3.8233, 4.3294, 4.4132)  0.001
O (-5.6494, -1.5958, -0.2935)  0.002
O (1.6735, -1.1199, -3.1520)  0.000
O (5.4611, -0.4306, 0.7505)  0.000
N (-4.5047, 3.2756, -0.7268)  0.003
N (2.8330, 1.5455, -5.4858)  0.000
N (-3.0812, 4.6310, -1.6704)  0.001
N (1.9112, 3.5554, 3.6792)  0.009
N (2.7586, 2.6160, 5.3620)  0.000
N (-1.0251, -2.2479, 2.5404)  0.001
N (3.7732, -2.0563, 2.6903)  0.000
N (-1.3427, -3.7811, 3.9286)  0.000
N (-2.6338, -1.9065, -0.0453)  0.002
C (2.9203, 3.5998, 4.5338)  0.001
C (-2.8381, -3.6100, -1.6333)  0.000
C (3.4890, 1.2575, -3.1959)  0.000
C (1.5506, -0.2305, -4.2292)  0.000
C (-4.3259, 4.3163, -1.4621)  0.001
C (-0.9861, 1.6418, 0.2926)  0.030
C (-1.6073, -3.3395, 2.7629)  0.000
C (0.4072, -1.4499, -2.5126)  0.000
C (3.2406, -1.0282, 1.8194)  0.000
C (4.3087, 0.1025, 1.4902)  0.000
C (2.8976, 0.4859, -4.4062)  0.000
C (6.1613, 0.4415, -0.0876)  0.000
C (-3.5386, -2.3693, -1.0776)  0.001
C (1.9336, -0.6144, 2.4167)  0.001
C (-6.4647, -1.1412, -1.3928)  0.000
C (-4.8838, -2.7633, -0.4499)  0.000
H (-0.4423, -1.8055, 3.2366)  0.001
H (-0.8191, 0.5662, 0.2353)  0.001
H (3.5378, 2.3428, 5.9437)  0.000
H (4.5948, 0.5551, 2.4397)  0.000
H (-5.4732, -3.4473, -1.0604)  0.000
H (5.7926, 0.6508, -1.0918)  0.000
H (3.7169, 1.5136, -5.9735)  0.000
H (2.9849, -1.5436, 0.8935)  0.000
H (4.0220, -1.5578, 3.5327)  0.000
H (3.9452, 0.8633, 0.7995)  0.000
H (1.8620, 2.1549, 5.3015)  0.002
H (-4.7891, -3.2975, 0.4955)  0.000
H (-0.3655, 1.9811, 1.1220)  0.025
H (7.2082, 0.1741, -0.2315)  0.000
H (3.6428, -0.2368, -4.7386)  0.000
H (3.7985, 0.5177, -2.4576)  0.000
H (-7.3708, -1.7129, -1.5933)  0.000
H (-0.6704, -3.3548, 4.5502)  0.000
H (-2.8853, 5.5270, -2.0933)  0.000
H (0.7524, 0.4525, -3.9383)  0.000
H (-2.4447, -4.3364, -0.9222)  0.000
H (-1.9441, -4.5466, 4.1976)  0.000
H (-2.3357, 4.0136, -1.3817)  0.001
H (2.6903, 1.9132, -2.8491)  0.000
H (-0.5978, 1.9914, -0.6640)  0.001
H (-0.1578, -1.9898, -3.2725)  0.000
H (-3.6722, 2.7162, -0.6084)  0.002
H (6.0705, 1.4040, 0.4157)  0.000
H (4.4224, 1.8105, -3.3010)  0.000
H (1.2636, -0.6049, -5.2118)  0.000
H (-1.6464, -2.0010, -0.2354)  0.000
H (-0.9928, -1.8021, 1.6346)  0.000
H (-2.0523, -3.3634, -2.3472)  0.000
H (-2.7151, -2.6549, 0.6280)  0.000
H (0.7790, -2.1325, -1.7484)  0.000
H (-5.9046, -1.1293, -2.3278)  0.000
H (-0.0778, -0.5848, -2.0604)  0.000
H (-3.6136, -4.0678, -2.2474)  0.000
H (4.6095, -2.1795, 2.1375)  0.000
H (1.4106, -1.4774, 2.8289)  0.000
H (-5.3884, 2.8618, -0.4661)  0.001
H (-6.8778, -0.1434, -1.2453)  0.000
H (1.2300, 2.8333, 3.4929)  0.021
H (1.3343, 0.0776, 1.8250)  0.001
H (-3.5891, -1.6977, -1.9347)  0.000
H (2.1233, 0.1077, 3.2108)  0.000
H (2.9003, 2.3899, -4.9358)  0.000
H (2.1297, 4.2620, 2.9915)  0.001

---

(4)
A 2-piece molecular cluster, C6H11ClS overall at a distorted geometry, computed with wB97M-V/def2-TZVPD.

Its LUMO energy (spin up / spin down) is -0.40 / 0.41 eV. The molar mass comes out at 150.67 g/mol. The calculation puts the HOMO energy (spin up / spin down) at -8.358 / -7.813 eV.

Each line ends with the Löwdin charge.
Positions of all 19 atoms, in Å:
Cl (1.2038, 1.7404, -0.5587)  0.666
S (-0.3658, -0.2561, -1.8764)  0.752
C (1.3914, -1.0398, 1.3137)  -0.123
C (0.0741, -0.3846, 0.7379)  -0.400
C (0.9198, -1.6552, -2.1786)  -0.265
C (0.7519, 0.1362, 2.0132)  -0.155
C (0.0455, 0.4969, -0.3794)  -1.091
C (-2.2698, 1.9463, -0.5950)  0.013
H (0.4431, -2.5249, -2.4397)  -0.005
H (-0.7774, -1.1059, 0.8790)  0.152
H (2.3806, -0.7823, 0.7231)  0.132
H (1.6162, -1.1560, -2.8242)  0.016
H (-1.7155, 2.4222, -1.4471)  -0.010
H (0.2325, -0.0644, 2.9958)  0.122
H (1.3944, -1.6508, -1.1783)  0.014
H (1.2374, 1.0512, 1.9345)  0.041
H (-2.8958, 1.0331, -0.8631)  0.016
H (1.3519, -2.0332, 1.7620)  0.095
H (-2.0654, 2.4472, 0.4240)  0.030

---

(5)
C47H41FeN9OSSi as an isolated structure at a distorted geometry, computed with wB97M-V/def2-TZVPD.

Its multiplicity is 6. Its LUMO energy (spin up / spin down) is -3.28 / -3.65 eV. As for the total charge: +1. The molar mass comes out at 863.91 g/mol. Its expectation value of S² is 8.762. The calculation puts the HOMO energy (spin up / spin down) at -10.563 / -10.482 eV.

Each line ends with the Löwdin spin population.
Positions of all 101 atoms, in Å:
Fe (-0.8024, 0.5666, 0.3850)  4.163
S (-3.0377, -0.0570, -0.1822)  0.209
Si (-0.0337, 0.0608, -2.7681)  0.032
O (0.0356, 0.1443, -1.0936)  0.294
N (-1.9954, 2.2633, 0.1604)  0.078
N (-0.1311, -1.4508, 1.3903)  0.045
N (-2.5050, 0.1323, 5.1347)  0.000
N (-1.3801, 0.5086, 2.5913)  0.035
N (2.3318, -1.0015, 0.2724)  0.001
N (3.3002, -2.7633, -1.7390)  0.000
N (0.6858, 2.2184, 1.1449)  0.036
N (2.3874, 3.1900, 2.6793)  0.002
N (-2.3469, -8.0068, 2.6034)  0.000
C (-3.6275, 0.9192, -4.6810)  0.000
C (3.5725, -0.9330, -0.2398)  0.000
C (3.2012, 2.4793, -2.6831)  0.000
C (-0.9146, -4.1352, 1.6481)  0.004
C (0.6936, -2.4064, -4.1726)  0.001
C (-1.0785, -2.5233, -2.5753)  0.001
C (1.5608, 2.6420, 1.8068)  0.006
C (3.9980, 4.3575, 4.6726)  0.000
C (-1.4470, -3.0997, 2.4763)  0.000
C (1.7952, 1.0406, -4.6587)  0.001
C (1.9841, 3.0221, 4.0927)  0.000
C (0.4924, -3.7445, -4.5484)  0.000
C (-3.9042, 2.2026, -4.2990)  0.000
C (3.5192, 2.6494, -4.0397)  0.000
C (-0.1238, -1.7402, -3.2180)  0.003
C (-1.5214, -7.3999, 3.4925)  0.000
C (-0.4480, -4.5115, -3.8163)  0.000
C (1.4757, 0.9270, -3.3083)  0.005
C (-1.8948, 3.5950, 0.1522)  0.012
C (-3.2178, 1.6907, -0.0380)  0.028
C (3.1954, 4.4059, 2.3008)  0.000
C (-1.2740, -3.8610, -2.9226)  0.000
C (-2.9263, 2.9517, -3.5830)  0.000
C (4.0436, -1.8057, -1.2163)  0.001
C (-4.4020, 2.4572, -0.1490)  0.005
C (-1.5089, -0.6861, 3.1441)  0.003
C (2.8061, 1.9783, -4.9918)  0.000
C (-1.0093, -6.1697, 3.1799)  0.000
C (-1.5085, 0.9182, -3.4527)  0.002
C (-1.8331, 2.2696, -3.1375)  0.000
C (-2.0412, -0.8676, 4.4056)  0.001
C (3.2256, 3.0797, 4.8940)  0.000
C (2.0851, -2.8616, -1.2111)  0.001
C (-2.3607, 1.3660, 4.6274)  0.001
C (1.5790, -1.9956, -0.1958)  0.000
C (-3.0001, 4.4385, -0.0607)  0.004
C (-1.0006, -1.8086, 2.3311)  0.007
C (4.3938, 4.5212, 3.2330)  0.000
C (-1.8560, 1.5501, 3.3693)  0.002
C (-2.4438, 0.2610, -4.2589)  0.001
C (2.2043, 1.6026, -2.3511)  0.001
C (-4.2814, 3.8331, -0.1278)  0.003
C (0.3809, -2.3645, 0.5544)  0.007
C (-1.9963, -6.2537, 1.0680)  0.000
C (-2.5276, -7.4460, 1.4261)  0.000
C (-1.2321, -5.5480, 1.9636)  0.001
C (0.0154, -3.6967, 0.7195)  0.000
H (-2.2051, -5.8267, 0.1049)  0.000
H (-3.1134, -8.0104, 0.7329)  0.000
H (4.3659, 3.2827, -4.3897)  0.000
H (-0.2955, -5.7201, 3.9100)  0.000
H (-1.0293, 2.8440, -2.6397)  0.000
H (1.1291, -4.2928, -5.2700)  0.000
H (-2.0388, -4.3615, -2.3814)  0.000
H (3.5284, 4.1996, 1.3246)  0.000
H (-0.8691, 3.9713, 0.2697)  0.000
H (-0.5137, -5.5843, -3.9948)  0.000
H (-1.3603, -7.8966, 4.4630)  0.000
H (2.0380, 1.3683, -1.3209)  0.000
H (-4.3086, 0.4826, -5.4007)  0.000
H (4.9161, 4.3586, 5.2739)  0.000
H (-5.3435, 1.9592, -0.2542)  0.002
H (1.3543, 3.8923, 4.3996)  0.000
H (3.0996, 2.0708, -6.0204)  0.000
H (-2.1511, -1.8679, 4.7959)  0.000
H (-2.6449, 2.2587, 5.1769)  0.000
H (3.8867, 2.1755, 4.7165)  0.000
H (5.1179, 3.7495, 2.9368)  0.000
H (4.7782, 5.5027, 2.9835)  0.000
H (1.3736, 2.1315, 4.2457)  0.000
H (1.2818, 0.4880, -5.4499)  0.000
H (-5.2086, 4.4279, -0.1829)  0.000
H (1.3954, -3.5425, -1.7273)  0.000
H (-1.6734, 2.5359, 2.8630)  0.000
H (2.9441, 3.0314, 5.9475)  0.000
H (4.2099, -0.1381, 0.1518)  0.000
H (-4.8220, 2.8061, -4.5210)  0.000
H (1.5082, -1.8448, -4.7106)  0.000
H (-2.2230, -3.3477, 3.2497)  0.000
H (2.5721, 5.3259, 2.3348)  0.000
H (3.4527, 5.2094, 5.1132)  0.000
H (-2.1994, -0.7926, -4.4712)  0.000
H (-3.1581, 3.9709, -3.2157)  0.000
H (-2.8746, 5.4937, -0.0721)  0.001
H (-1.7295, -2.1018, -1.7879)  0.000
H (5.0916, -1.8324, -1.4497)  0.000
H (0.5192, -4.3720, 0.0045)  0.000
H (3.8480, 2.8908, -1.9385)  0.000